Record 1
97
Properties=species:S:1:pos:R:3:forces:R:3 method="wB97M-V/def2-TZVPD" spin_multiplicity=5 de_lowest_kj_mol=0.0 e_homo_ev="-6.018 / -7.864" orbital_gap_ev="4.607 / 4.920" total_charge=0
Os 0.2013 0.2932 0.0924 -0.37 0.67 0.10
C 6.4387 4.2019 2.2408 0.01 0.00 -0.01
C 6.6343 3.0274 1.5324 0.11 0.02 -0.01
C 5.5535 2.2429 1.1718 -0.10 -0.09 0.06
C 4.2596 2.6180 1.5229 0.24 0.18 0.10
C 4.0721 3.7859 2.2567 -0.05 -0.08 -0.03
C 5.1550 4.5751 2.6042 0.04 0.09 0.06
C 3.0911 1.8286 1.0803 -0.17 -0.26 -0.56
C 2.8104 1.8110 -0.2868 0.26 0.32 0.51
C 3.6820 2.2479 -1.3333 -0.14 -0.07 -0.14
C 3.1875 1.7456 -2.4999 0.10 0.03 0.27
C 1.9564 1.0935 -2.1858 -0.07 0.23 -0.23
C 1.0851 0.5397 -3.1401 0.38 0.25 0.36
C 1.7150 -0.0945 -4.2928 0.41 -0.30 -0.23
C 2.7827 -0.9511 -3.9746 -0.18 0.02 -0.05
C 3.4018 -1.7100 -4.9442 0.13 -0.06 -0.19
C 2.9905 -1.6197 -6.2652 0.02 0.03 0.07
C 1.9554 -0.7593 -6.6007 0.03 -0.02 -0.11
C 1.3197 -0.0070 -5.6293 -0.10 0.10 0.11
C -0.3216 0.4083 -2.8818 -0.90 0.08 -0.26
N -0.8203 0.2148 -1.6256 0.03 -0.23 -0.48
C -2.1648 -0.0450 -1.7556 -0.54 0.09 -0.35
C -2.9789 -0.6230 -0.7468 0.43 -0.16 0.04
C -4.3362 -0.9970 -1.1989 -0.31 -0.03 0.05
C -5.4407 -0.2620 -0.7865 0.13 -0.03 0.04
C -6.6880 -0.5160 -1.3306 -0.16 0.05 -0.04
C -6.8452 -1.5065 -2.2857 -0.04 -0.02 0.03
C -5.7556 -2.2735 -2.6658 0.03 -0.06 -0.06
C -4.5076 -2.0233 -2.1263 0.07 0.02 0.15
C -2.5094 -1.0405 0.4982 -0.26 0.01 -0.30
C -3.1332 -2.0200 1.3404 0.24 0.08 0.11
C -2.2210 -2.3741 2.2856 -0.07 0.16 -0.22
C -1.0574 -1.5631 2.0771 0.21 -0.07 0.53
N -1.2709 -0.7436 1.0024 -0.03 -0.14 0.01
C 0.0987 -1.5903 2.8486 -0.70 -0.19 -0.31
C 1.1535 -0.6356 2.7643 0.64 0.60 0.30
C 2.1598 -0.4301 3.7311 -0.39 -0.15 -0.31
C 2.9452 0.6117 3.2782 -0.16 0.22 -0.48
C 2.4340 0.9963 2.0195 0.26 0.23 0.50
N 1.3143 0.2509 1.7442 0.22 -0.48 0.46
C 0.3304 -2.7206 3.7723 -0.04 -0.27 0.15
C 1.0929 -3.7861 3.2975 -0.03 0.08 0.04
C 1.3859 -4.8517 4.1290 0.02 -0.06 0.01
C 0.9276 -4.8593 5.4373 0.01 -0.03 0.04
C 0.1570 -3.8084 5.9071 -0.02 -0.10 0.13
C -0.1484 -2.7446 5.0751 0.00 0.13 -0.07
C -2.5359 0.1333 -3.1039 0.13 -0.08 0.52
C -1.3732 0.3841 -3.8119 0.41 0.10 0.31
N 1.7329 1.1800 -0.8516 0.22 -0.22 -0.45
H 7.2829 4.8226 2.5060 0.02 0.02 0.03
H 7.6323 2.7229 1.2517 0.06 -0.02 -0.01
H 5.7064 1.3246 0.6242 0.02 -0.09 -0.07
H 3.0732 4.0872 2.5367 -0.11 0.00 0.02
H 4.9956 5.4908 3.1553 -0.02 0.04 0.04
H 4.5704 2.8293 -1.1924 0.18 0.12 -0.01
H 3.5839 1.8440 -3.4913 0.12 0.02 -0.15
H 3.0740 -1.0686 -2.9422 0.01 -0.03 0.10
H 4.2002 -2.3814 -4.6630 0.03 -0.05 0.00
H 3.4750 -2.2132 -7.0271 0.00 -0.03 -0.05
H 1.6427 -0.6760 -7.6328 -0.03 0.03 -0.01
H 0.5386 0.6753 -5.9253 -0.10 0.05 0.01
H -5.3086 0.5302 -0.0638 0.00 0.07 0.06
H -7.5341 0.0797 -1.0230 -0.09 0.06 0.04
H -7.8113 -1.6854 -2.7344 -0.09 -0.01 0.02
H -5.8679 -3.0574 -3.4005 -0.04 -0.07 -0.03
H -3.6554 -2.6188 -2.4187 0.11 -0.01 -0.08
H -4.1125 -2.4306 1.1853 -0.17 -0.03 -0.03
H -2.3156 -3.1102 3.0601 -0.03 -0.16 0.09
H 2.2697 -0.9939 4.6350 0.04 -0.12 0.19
H 3.8107 1.0321 3.7483 0.22 0.10 0.10
H 1.4453 -3.7733 2.2782 0.07 -0.01 -0.18
H 1.9737 -5.6767 3.7505 0.02 -0.02 0.00
H 1.1715 -5.6841 6.0908 0.00 -0.07 0.05
H -0.2051 -3.8172 6.9263 -0.03 0.01 0.03
H -0.7493 -1.9225 5.4364 -0.05 0.10 0.06
H -3.5266 0.0582 -3.5049 -0.19 -0.07 -0.03
H -1.2989 0.5489 -4.8653 0.07 -0.03 -0.24
F 1.0466 -3.4004 -1.9988 -0.02 -0.06 -0.78
B 1.1364 -3.1485 -0.6644 -0.27 0.01 -0.02
F -0.0091 -3.4854 0.0115 -0.72 -0.22 0.43
F 2.2450 -3.6996 -0.0939 0.69 -0.22 0.39
F 1.2589 -1.6803 -0.5155 -0.02 1.25 0.18
C -0.5342 2.2480 0.6240 0.58 -0.61 -0.18
C -2.0018 2.4460 0.5935 -0.54 0.08 -0.07
C -2.7824 2.2196 1.7316 0.28 0.02 -0.20
C -4.1176 2.5579 1.7598 -0.22 0.05 -0.14
C -4.7111 3.1318 0.6310 0.96 -0.34 -0.04
C -3.9582 3.3073 -0.5321 -0.22 0.00 0.12
C -2.6253 2.9599 -0.5477 0.21 -0.04 0.22
C -6.0578 3.5558 0.6605 -0.53 0.14 0.06
N -7.1432 3.9253 0.6881 -0.38 0.06 -0.01
H -0.1677 2.4774 1.6320 0.11 -0.21 -0.21
H -0.0711 2.9505 -0.0804 0.06 -0.26 0.12
H -2.3116 1.8058 2.6122 0.02 -0.07 0.10
H -4.7048 2.3904 2.6519 -0.04 0.05 0.02
H -4.4259 3.7336 -1.4077 -0.02 0.03 -0.04
H -2.0420 3.1338 -1.4414 0.07 -0.05 -0.08



Record 2
103
Properties=species:S:1:pos:R:3:forces:R:3 method="wB97M-V/def2-TZVPD" de_lowest_kj_mol=0.0 e_homo_ev="-1.257 / -0.429" orbital_gap_ev="5.543 / 4.543" total_charge=-2
Cd 0.5800 -0.5924 -0.0522 -0.26 0.43 0.75
C 4.3223 -6.2549 0.4012 0.10 -0.04 -0.02
C 3.7059 -6.5342 -0.8206 0.01 -0.04 0.00
C 2.8222 -5.6322 -1.3961 0.18 -0.13 -0.06
C 2.5768 -4.4615 -0.7138 -0.04 0.04 -0.19
C 1.6871 -3.2889 -1.0564 0.07 0.12 -0.25
N 1.7987 -2.9059 -2.4275 0.41 -0.33 -0.07
C 1.2835 -1.7856 -2.8556 0.07 0.06 -0.31
C 0.8658 -1.6387 -4.2364 0.06 0.01 -0.06
C 0.9872 -2.5208 -5.3008 0.11 -0.10 0.05
C 0.3746 -2.2004 -6.4932 -0.02 -0.03 -0.06
C -0.3887 -1.0258 -6.5848 -0.15 -0.03 -0.26
C -0.5080 -0.1473 -5.5307 0.05 -0.08 -0.06
C 0.1713 -0.4148 -4.3279 0.00 0.00 -0.19
C 0.3055 0.1966 -3.0293 0.29 -0.12 -0.24
N -1.6020 1.6123 -2.0764 -0.10 -0.03 -0.20
C -1.1742 1.9200 -0.6886 0.07 0.08 0.37
N 1.1729 1.7085 -0.1625 0.34 0.08 -0.17
C 0.7334 2.2299 0.9801 0.24 0.32 -0.14
N 1.2295 2.0168 2.1922 -0.15 0.02 0.46
C 1.8545 0.8965 2.5141 0.04 0.00 0.03
N 2.0299 -0.2058 1.7456 0.18 0.12 0.06
C 2.6735 -1.1349 2.4801 0.19 -0.25 0.02
N 3.0868 -2.3544 2.0804 0.20 -0.04 0.36
C 2.7258 -2.8334 0.9171 -0.02 -0.22 -0.34
N 1.9329 -2.3251 -0.0174 0.04 -0.26 -0.08
C 3.1888 -4.1769 0.4826 0.28 -0.05 0.40
C 4.0779 -5.0647 1.0714 -0.08 -0.06 -0.10
C 2.8866 -0.6453 3.8216 0.14 -0.26 0.07
C 3.3699 -1.2282 4.9922 0.06 -0.03 0.04
C 3.2689 -0.5076 6.1679 -0.01 -0.06 0.16
C 2.7008 0.7814 6.1924 -0.01 0.02 -0.10
C 2.2455 1.3699 5.0268 0.07 -0.04 0.13
C 2.3436 0.6425 3.8461 -0.02 0.31 0.08
C -0.3726 3.2682 1.0246 0.24 0.17 0.21
C -0.3454 4.3047 1.9405 -0.21 0.01 -0.15
C -1.3028 5.3127 1.8555 0.13 -0.06 0.07
C -2.2563 5.2848 0.8531 -0.19 0.14 -0.14
C -2.3092 4.2234 -0.0496 0.00 0.06 0.13
C -1.4005 3.1978 0.0749 -0.32 0.16 -0.13
N 0.9460 -0.6371 -2.1998 0.11 0.07 -0.21
H 5.0175 -6.9720 0.8243 -0.03 -0.03 -0.01
H 3.9099 -7.4731 -1.3216 0.04 -0.02 0.01
H 2.3356 -5.8478 -2.3401 0.02 0.06 0.06
H 1.5560 -3.4361 -5.1626 -0.10 0.07 -0.02
H 0.4470 -2.8620 -7.3481 0.01 -0.01 -0.01
H -0.9267 -0.8154 -7.5081 0.08 -0.01 0.12
H -1.1602 0.6995 -5.6579 -0.09 0.13 0.02
H 4.5629 -4.8348 2.0121 -0.07 0.08 -0.02
H 3.7907 -2.2277 4.9788 -0.04 0.02 -0.02
H 3.5973 -0.9462 7.1049 0.06 -0.02 -0.05
H 2.6034 1.3047 7.1356 0.04 0.02 0.05
H 1.7942 2.3525 5.0245 -0.04 0.07 -0.01
H 0.4215 4.3102 2.7018 0.05 0.00 -0.02
H -1.2815 6.1241 2.5709 -0.06 0.08 0.03
H -2.9861 6.0857 0.7858 0.02 -0.02 -0.03
H -3.0732 4.1822 -0.8171 -0.01 0.00 0.00
C 0.0721 4.6851 -4.9230 -0.08 -0.03 -0.15
C 0.1568 3.7770 -3.7345 0.08 0.35 0.03
C 0.6456 4.3525 -2.4959 0.09 0.50 -0.67
C 0.7174 3.6362 -1.3972 -0.07 -0.31 0.40
C 0.3047 2.1958 -1.2185 -0.04 0.08 0.28
N -1.2209 0.8174 0.2069 -0.09 -0.15 0.07
C -2.1512 0.8523 1.1817 0.05 0.01 -0.26
C -3.3352 1.6247 1.1008 -0.23 -0.14 -0.12
C -4.0900 1.9387 2.2079 -0.10 0.06 0.15
C -3.7634 1.4357 3.4620 -0.18 0.11 0.13
C -4.4928 1.8594 4.7073 -0.19 -0.05 0.12
C -2.7543 0.4870 3.5139 -0.13 0.06 0.12
C -1.9930 0.1688 2.4083 0.07 -0.28 0.07
N -1.0481 -0.8889 2.5555 -0.10 0.21 -0.05
C -0.4053 -1.2446 3.6863 0.00 0.10 0.01
C 0.1265 -2.4897 3.4720 0.18 -0.26 0.35
C -0.2431 -2.8130 2.1625 -0.09 -0.08 0.11
N -0.9574 -1.8448 1.6073 -0.13 -0.18 0.03
C -0.1560 1.5442 -2.5960 -0.09 0.36 -0.07
C -0.1371 2.4872 -3.7698 0.01 -0.40 -0.26
N -2.3167 0.4441 -2.2563 0.01 0.14 0.14
C -3.4006 0.3304 -3.0475 -0.40 0.08 -0.16
C -3.7064 -1.0064 -3.1021 -0.18 -0.13 -0.14
C -2.7149 -1.6290 -2.3153 -0.12 -0.11 -0.03
N -1.8797 -0.7436 -1.8189 -0.04 -0.26 -0.03
H -0.5089 5.5820 -4.6884 -0.01 -0.02 0.04
H -0.4007 4.1918 -5.7724 0.05 -0.03 -0.04
H 1.0676 5.0229 -5.2238 0.02 0.00 -0.03
H 1.0021 5.3799 -2.4999 0.03 -0.06 -0.01
H 1.1754 4.0728 -0.5304 0.07 0.14 0.18
H -3.6485 1.9937 0.1328 0.09 -0.02 0.02
H -4.9513 2.5948 2.0940 0.07 -0.01 0.03
H -4.6633 2.9386 4.7221 0.03 0.00 -0.01
H -3.9184 1.6062 5.6011 0.01 0.01 -0.03
H -5.4740 1.3816 4.8121 0.01 -0.01 -0.04
H -2.5527 -0.0193 4.4520 0.01 -0.02 -0.04
H -0.3430 -0.5722 4.5258 0.03 -0.02 -0.01
H 0.7520 -3.0584 4.1437 -0.05 0.09 -0.09
H -0.0083 -3.7060 1.6069 0.05 0.08 -0.03
H -0.4472 2.0525 -4.7029 0.00 0.06 -0.08
H -3.8636 1.2047 -3.4811 0.12 -0.09 0.05
H -4.5155 -1.4749 -3.6370 -0.01 0.04 0.00
H -2.5658 -2.6779 -2.0920 -0.05 0.14 -0.04
O 0.0528 -6.1362 -0.6632 -0.39 0.14 -0.27
S -0.5693 -4.8512 -1.0071 0.10 -0.46 0.52
N 0.2263 -3.5945 -1.0138 -0.38 -0.01 -0.11